Arrangement a

Below is a cluster of 2 separate species, C5H11NO in total, with properties calculated with ωB97M-V/def2-TZVPD.

Results
Net charge = +1
⟨S²⟩ = 0.764
2S+1 = 2
Frontier orbital gap (spin up / spin down) = 9.53 / 7.03 eV

XYZ file:
```
18
C5H11NO, DFT ωB97M-V/def2-TZVPD
C -1.066 -1.856 0.236
N -0.798 0.967 -0.662
C 0.257 0.117 -0.797
C 0.341 -1.084 -0.065
C 1.561 1.602 -2.206
C 1.508 0.653 -1.261
H -1.400 -2.075 -0.791
H -1.217 -2.811 0.767
H -1.673 -0.998 0.633
H -1.759 0.586 -0.780
H -0.662 1.966 -1.102
H 1.252 -1.585 -0.297
H 0.656 2.093 -2.436
H 2.384 1.777 -2.899
H 2.403 0.140 -0.959
H -0.595 0.928 4.069
H -0.250 -0.518 4.269
O -0.943 0.096 4.282
```



Arrangement b

Below is a cluster of 2 separate species, C5H11NO in total, with properties calculated with ωB97M-V/def2-TZVPD.

Results
Net charge = +1
⟨S²⟩ = 0.764
2S+1 = 2
Frontier orbital gap (spin up / spin down) = 8.96 / 6.21 eV

XYZ file:
```
18
C5H11NO, DFT ωB97M-V/def2-TZVPD
C 1.514 0.474 -1.797
N 0.045 0.764 -1.915
C -0.686 0.764 -0.686
C -0.123 1.244 0.505
C -2.829 0.270 0.584
C -2.046 0.078 -0.528
H 2.082 1.264 -1.374
H 1.868 0.166 -2.816
H 1.713 -0.297 -0.972
H -0.427 0.157 -2.501
H 0.844 1.640 0.349
H -0.823 1.270 1.452
H -2.812 0.772 1.516
H -3.793 -0.316 0.373
H -2.440 -0.607 -1.304
H 2.935 -2.924 2.422
H 2.094 -2.074 3.347
O 2.885 -2.644 3.346
```



Which one is most stable, and which one is least stable? arrangement a is the most stable of them, while arrangement b is the least stable.



Arrangement a

Below is a structure of composition C37H47BN7O2S4V, with properties calculated with ωB97M-V/def2-TZVPD.

Results
Net charge = +3
⟨S²⟩ = 0.812
2S+1 = 2
Frontier orbital gap (spin up / spin down) = 6.62 / 7.13 eV

XYZ file:
```
99
C37H47BN7O2S4V, DFT ωB97M-V/def2-TZVPD
V -1.177 -0.210 -0.383
C -0.638 1.475 -6.101
C -1.514 1.248 -4.917
C -2.777 0.695 -4.972
C -3.543 0.393 -3.816
N -3.105 0.727 -2.612
N -1.935 1.332 -2.595
B -1.023 1.740 -1.440
N -1.562 3.068 -0.777
N -2.639 3.533 -1.375
C -3.088 4.746 -1.078
C -2.390 5.554 -0.174
C -1.268 5.076 0.474
C -0.500 5.914 1.443
C -0.892 3.764 0.149
S 0.492 2.955 0.907
C -4.337 5.176 -1.824
C -4.839 6.535 -1.336
C -3.979 5.258 -3.317
C -5.428 4.119 -1.606
N -1.601 0.827 1.364
N -2.496 -0.130 1.137
C -3.394 -0.508 2.028
C -3.339 0.115 3.293
C -2.400 1.078 3.578
C -2.296 1.742 4.909
C -1.510 1.428 2.520
S -0.305 2.691 2.784
C -4.407 -1.552 1.611
C -3.709 -2.673 0.830
C -5.428 -0.832 0.709
C -5.123 -2.146 2.825
C -1.111 1.548 -3.610
S 0.336 2.097 -2.773
C -4.871 -0.346 -3.872
C -5.939 0.491 -3.157
C -4.688 -1.695 -3.158
C -5.317 -0.608 -5.311
H -1.218 1.831 -6.951
H -0.161 0.536 -6.393
H 0.146 2.199 -5.885
H -3.186 0.432 -5.937
H -2.726 6.565 0.015
H -0.779 6.960 1.340
H 0.574 5.821 1.287
H -0.717 5.612 2.469
H -4.139 7.342 -1.563
H -5.047 6.536 -0.264
H -5.772 6.772 -1.846
H -3.158 5.954 -3.497
H -4.845 5.611 -3.875
H -3.697 4.277 -3.705
H -5.740 4.080 -0.560
H -5.089 3.129 -1.912
H -6.302 4.380 -2.203
H -4.039 -0.191 4.059
H -2.661 2.771 4.843
H -1.262 1.780 5.259
H -2.890 1.217 5.653
H -3.224 -2.306 -0.079
H -4.453 -3.403 0.514
H -2.974 -3.193 1.448
H -4.944 -0.377 -0.157
H -5.965 -0.056 1.257
H -6.159 -1.557 0.351
H -4.428 -2.618 3.523
H -5.816 -2.914 2.485
H -5.717 -1.401 3.358
H -5.648 0.717 -2.131
H -6.879 -0.062 -3.134
H -6.120 1.433 -3.681
H -4.408 -1.552 -2.112
H -3.919 -2.296 -3.643
H -5.627 -2.249 -3.186
H -5.459 0.318 -5.873
H -6.276 -1.123 -5.296
H -4.615 -1.248 -5.849
O -1.245 -1.900 -3.819
C -0.399 -1.787 -2.993
O -0.744 -1.060 -1.822
C 0.955 -2.343 -2.959
C 1.968 -1.818 -2.153
C 3.231 -2.379 -2.194
C 3.481 -3.471 -3.018
C 2.476 -3.992 -3.824
C 1.215 -3.424 -3.806
H 1.781 -0.948 -1.537
H 4.032 -1.959 -1.599
H 4.469 -3.911 -3.042
H 2.681 -4.835 -4.469
H 0.424 -3.810 -4.436
S 1.739 -3.054 1.561
C 2.239 -1.466 1.944
C 1.377 -0.563 1.419
N 0.330 -1.128 0.727
C 0.414 -2.448 0.724
H 3.129 -1.278 2.523
H 1.455 0.508 1.492
H -0.293 -3.084 0.210
```



Arrangement b

Below is a structure of composition C37H47BN7O2S4V, with properties calculated with ωB97M-V/def2-TZVPD.

Results
Net charge = +3
⟨S²⟩ = 0.772
2S+1 = 2
Frontier orbital gap (spin up / spin down) = 6.71 / 7.29 eV

XYZ file:
```
99
C37H47BN7O2S4V, DFT ωB97M-V/def2-TZVPD
V -0.574 -0.704 0.024
C -3.302 2.198 -2.741
C -2.106 2.937 -2.229
C -1.658 4.090 -2.823
C -0.538 4.784 -2.332
N 0.123 4.315 -1.288
N -0.313 3.189 -0.710
B 0.658 2.900 0.447
N 2.102 2.816 0.029
N 2.820 3.946 0.278
C 4.067 3.962 -0.130
C 4.615 2.842 -0.809
C 3.894 1.716 -1.051
C 4.478 0.535 -1.759
C 2.544 1.714 -0.581
S 1.615 0.279 -0.830
C 4.881 5.229 0.145
C 4.314 6.365 -0.710
C 6.357 5.026 -0.204
C 4.761 5.589 1.625
N 0.261 2.101 1.685
N 0.352 3.434 1.884
C 0.188 3.995 3.056
C -0.030 3.079 4.129
C -0.058 1.725 3.965
C -0.237 0.787 5.113
C 0.072 1.205 2.621
S -0.100 -0.469 2.311
C 0.205 5.489 3.240
C 1.321 5.813 4.248
C 0.440 6.195 1.908
C -1.157 5.904 3.823
C -1.375 2.488 -1.112
S -1.955 1.095 -0.190
C 0.006 6.068 -2.941
C -0.878 6.551 -4.090
C 1.418 5.772 -3.463
C 0.053 7.142 -1.847
H -3.776 2.754 -3.546
H -4.034 2.041 -1.949
H -3.013 1.218 -3.125
H -2.185 4.481 -3.683
H 5.644 2.884 -1.137
H 5.503 0.745 -2.052
H 3.898 0.293 -2.651
H 4.466 -0.346 -1.117
H 4.421 6.155 -1.776
H 4.858 7.285 -0.497
H 3.260 6.533 -0.492
H 6.513 4.835 -1.267
H 6.814 4.218 0.370
H 6.900 5.939 0.037
H 3.727 5.800 1.889
H 5.347 6.485 1.827
H 5.136 4.791 2.268
H -0.156 3.488 5.122
H -0.316 1.334 6.049
H 0.611 0.102 5.172
H -1.138 0.185 4.977
H 2.299 5.535 3.863
H 1.171 5.310 5.204
H 1.318 6.885 4.441
H 1.370 5.880 1.432
H 0.497 7.269 2.085
H -0.384 6.021 1.212
H -1.331 5.487 4.815
H -1.981 5.613 3.170
H -1.172 6.989 3.922
H -0.910 5.841 -4.918
H -0.469 7.480 -4.486
H -1.899 6.763 -3.766
H 1.400 5.037 -4.269
H 2.061 5.404 -2.664
H 1.857 6.688 -3.856
H -0.946 7.384 -1.481
H 0.486 8.053 -2.261
H 0.665 6.828 -1.003
O 1.006 -4.158 -0.877
C 0.602 -3.225 -1.457
O 0.208 -2.069 -0.542
C 0.351 -2.955 -2.863
C -0.342 -1.840 -3.331
C -0.575 -1.693 -4.686
C -0.103 -2.654 -5.575
C 0.592 -3.764 -5.113
C 0.816 -3.923 -3.757
H -0.718 -1.069 -2.666
H -1.120 -0.836 -5.056
H -0.283 -2.540 -6.635
H 0.954 -4.509 -5.807
H 1.347 -4.788 -3.384
S -3.588 -3.793 1.342
C -4.406 -2.666 0.365
C -3.571 -1.669 -0.004
N -2.284 -1.802 0.491
C -2.182 -2.907 1.220
H -5.447 -2.787 0.111
H -3.823 -0.820 -0.617
H -1.261 -3.226 1.688
```



Which one is most stable, and which one is least stable? arrangement b is the most stable of them, while arrangement a is the least stable.



Arrangement a

Below is a cluster of 2 separate species, C6H15NO2 in total, with properties calculated with ωB97M-V/def2-TZVPD.

Results
Net charge = 0
SMILES = CC(=O)NO.CC(C)C
Frontier orbital gap = 9.74 eV

XYZ file:
```
24
C6H15NO2, DFT ωB97M-V/def2-TZVPD
C -1.908 1.452 -0.990
C -1.610 0.355 0.012
O -1.625 0.587 1.252
N -2.037 -0.907 -0.420
O -1.994 -1.925 0.551
H -1.331 2.336 -0.728
H -1.682 1.132 -2.004
H -2.963 1.718 -0.931
H -2.632 -1.068 -1.222
H -1.952 -1.428 1.394
C 1.084 -0.036 1.628
C 1.168 -0.116 0.153
C 1.962 1.000 -0.501
C 1.470 -1.494 -0.404
H 0.098 0.562 1.818
H 0.834 -0.983 2.105
H 1.974 0.382 2.095
H -0.025 0.115 -0.194
H 3.026 0.864 -0.295
H 1.664 1.971 -0.109
H 1.827 0.999 -1.582
H 1.391 -1.505 -1.491
H 2.488 -1.781 -0.132
H 0.772 -2.228 -0.005
```



Arrangement b

Below is a cluster of 2 separate species, C6H15NO2 in total, with properties calculated with ωB97M-V/def2-TZVPD.

Results
Net charge = 0
SMILES = CC[C@H](C)N.CC(=O)O
Frontier orbital gap = 9.41 eV

XYZ file:
```
24
C6H15NO2, DFT ωB97M-V/def2-TZVPD
C -0.159 -0.695 2.035
C 0.437 -0.737 0.643
C 1.210 0.420 0.160
C 2.388 0.071 -0.753
N 1.487 1.414 1.181
H 0.627 -0.665 2.789
H -0.791 0.188 2.139
H -0.781 -1.568 2.213
H -0.616 -0.671 -0.088
H 0.928 -1.691 0.445
H 0.382 0.944 -0.576
H 3.203 -0.375 -0.177
H 2.086 -0.635 -1.526
H 2.770 0.965 -1.247
H 1.832 2.270 0.762
H 2.200 1.084 1.826
C -2.332 -0.775 -1.831
C -1.685 0.249 -0.929
O -0.892 1.113 -1.390
O -2.568 0.653 0.051
H -1.577 -1.221 -2.475
H -3.081 -0.285 -2.454
H -2.830 -1.533 -1.229
H -2.238 1.480 0.431
```



Arrangement c

Below is a structure of composition C6H15NO2, with properties calculated with ωB97M-V/def2-TZVPD.

Results
Net charge = 0
Frontier orbital gap = 9.09 eV

XYZ file:
```
24
C6H15NO2, DFT ωB97M-V/def2-TZVPD
C 1.687 -0.979 -0.068
C -1.022 1.255 0.019
C 0.669 1.062 1.182
C 0.513 -3.080 0.320
C -1.869 0.413 -0.954
C -0.819 2.664 -0.517
N 1.743 -2.302 0.217
O 1.067 -0.118 1.520
O 0.808 -0.570 -0.934
H 0.121 0.199 -0.499
H 2.654 -0.472 -0.034
H 2.468 -2.545 0.876
H -1.605 1.293 0.940
H 0.179 1.654 1.956
H 1.339 1.656 0.539
H -0.082 -2.774 1.185
H 0.772 -4.133 0.419
H -0.075 -2.944 -0.585
H -0.340 3.323 0.212
H -1.981 -0.611 -0.594
H -1.409 0.354 -1.942
H -2.857 0.872 -1.065
H -0.190 2.648 -1.412
H -1.771 3.135 -0.784
```



Which one is most stable, and which one is least stable? arrangement b is the most stable of them, while arrangement c is the least stable.